Record 1
# C33H53BF4I2N2OP2SiW

A molecular structure, C33H53BF4I2N2OP2SiW in a non-equilibrium geometry (ωB97M-V with the def2-TZVPD basis set, the Open Molecules 2025 dataset).

Geometry as XYZ:
```
100
Properties=species:S:1:pos:R:3
W -0.0027 -0.4853 -0.7625
C -0.1194 -2.7893 2.8709
C -1.4661 -2.7380 2.1609
C -2.5711 -3.0062 3.1813
P -1.5888 -1.1458 1.1308
C -3.4465 -1.0876 0.9014
C -3.8215 -2.2544 -0.0067
C -3.9464 0.2325 0.3277
C -1.2471 0.2439 2.2510
C -1.9226 0.4336 3.4517
C -1.5476 1.4159 4.3548
C -2.2926 1.5938 5.6413
C -0.4614 2.2213 4.0283
C 0.1948 2.0890 2.8237
C -0.1914 1.1163 1.8900
N 0.4580 0.8898 0.6946
C 1.5596 1.6979 0.3269
C 1.4979 3.0793 0.1938
C 2.5979 3.7740 -0.2786
C 3.7710 3.1128 -0.6205
C 4.9235 3.8564 -1.2139
C 3.8409 1.7298 -0.4721
C 2.7512 1.0141 -0.0090
P 2.4714 -0.8052 0.1762
C 3.3659 -0.9535 1.8471
C 2.5057 -0.3977 2.9806
C 4.7087 -0.2263 1.9187
C 3.5180 -1.9622 -0.8941
C 2.8680 -2.2066 -2.2604
C 5.0135 -1.7245 -1.1003
H 0.0074 -3.7570 3.3501
H -0.0685 -2.0185 3.6395
H 0.7018 -2.6689 2.1646
H -1.4832 -3.5414 1.4142
H -2.5736 -2.2497 3.9625
H -2.3709 -3.9666 3.6552
H -3.5583 -3.0644 2.7330
H -3.8927 -1.2086 1.8935
H -3.2042 -2.2179 -0.9026
H -4.8616 -2.1858 -0.3117
H -3.6674 -3.2192 0.4717
H -3.6753 0.3379 -0.7195
H -3.5373 1.0783 0.8800
H -5.0321 0.2705 0.3986
H -2.7651 -0.1947 3.6919
H -2.5110 0.6302 6.1000
H -3.2409 2.1018 5.4643
H -1.7138 2.1936 6.3390
H -0.1256 2.9693 4.7311
H 1.0329 2.7320 2.6052
H 0.5674 3.5844 0.4134
H 2.5268 4.8441 -0.4081
H 4.8425 4.9206 -1.0136
H 4.9268 3.7107 -2.2940
H 5.8707 3.4918 -0.8266
H 4.7521 1.2259 -0.7540
H 3.5137 -2.0312 1.9952
H 2.4344 0.6870 2.9064
H 2.9670 -0.6378 3.9378
H 1.4998 -0.8039 2.9761
H 4.5511 0.8494 1.9688
H 5.3577 -0.4314 1.0778
H 5.2241 -0.5328 2.8273
H 3.3921 -2.8910 -0.3156
H 3.2159 -1.4823 -2.9944
H 1.7690 -2.1863 -2.2132
H 3.1354 -3.2011 -2.6117
H 5.2118 -0.7361 -1.5109
H 5.3759 -2.4584 -1.8184
H 5.5863 -1.8703 -0.1884
I 1.3702 0.8582 -2.9262
F -0.5428 -4.7507 -1.2759
B 0.5028 -4.4479 -0.4756
F 0.4051 -2.8951 -0.3114
F 0.3942 -4.9457 0.7733
F 1.7160 -4.6522 -1.0286
N -0.6649 -1.5972 -4.4177
C -1.1136 -2.1057 -3.2364
O -0.6247 -1.5769 -2.1277
C -2.0859 -3.0865 -3.2245
I -4.3115 -1.5254 -3.5834
H -0.1769 -0.7138 -4.4282
H -1.1971 -1.8263 -5.2395
H -2.3388 -3.5857 -2.3090
H -2.2963 -3.6142 -4.1350
C -4.1985 3.9070 -2.4568
Si -2.6682 3.0377 -3.1988
C -1.2358 4.2647 -3.4922
C -3.1192 2.1276 -4.8100
C -1.9955 1.7876 -2.0047
C -1.4234 0.9361 -1.3468
H -4.6121 4.6327 -3.1507
H -3.9492 4.4333 -1.5382
H -4.9821 3.1903 -2.2250
H -1.4974 5.0188 -4.2281
H -0.3516 3.7434 -3.8487
H -0.9636 4.7771 -2.5740
H -3.5707 2.8030 -5.5297
H -3.8285 1.3279 -4.6254
H -2.2394 1.6910 -5.2725
```

The value obtained for the energy relative to the best compared isomer or geometry (same formula, charge and spin) is 372.1 kJ/mol. The spin multiplicity is 3. The expectation value of S² is 2.03. The calculation puts the HOMO energy (spin up / spin down) at -7.30 / -7.85 eV. The total charge is 0. For the frontier orbital gap (spin up / spin down), the calculation gives 5.23 / 5.84 eV.

Record 2
# C33H53MnN7PTe2

A molecular structure, C33H53MnN7PTe2 (ωB97M-V with the def2-TZVPD basis set, the Open Molecules 2025 dataset).

Geometry as XYZ:
```
97
Properties=species:S:1:pos:R:3
Mn 0.6011 0.6560 0.3489
Te 3.0276 0.0280 1.2172
C -1.2086 2.9605 2.1565
N -1.2727 4.0715 3.1184
C -0.8353 3.5821 4.4290
N 0.5229 3.0355 4.3942
C 0.5588 1.9370 3.4165
N 0.1454 2.3866 2.0639
C 1.0793 3.4689 1.6588
N 1.0523 4.5931 2.6044
C -0.3213 5.1021 2.6818
C 1.4336 4.0871 3.9285
H -1.5063 3.3225 1.1751
H -1.9069 2.1749 2.4574
H -1.5214 2.7995 4.7593
H -0.8734 4.4067 5.1457
H -0.1158 1.1471 3.7513
H 1.5610 1.5256 3.3402
H 0.7826 3.8270 0.6770
H 2.0804 3.0466 1.6007
H -0.6217 5.4616 1.6963
H -0.3538 5.9354 3.3871
H 1.4188 4.9138 4.6434
H 2.4425 3.6788 3.8729
N -2.2105 1.6208 -0.5766
C -2.8912 2.6357 -1.1221
C -2.0159 3.5807 -1.6696
C -0.7581 3.0479 -1.4065
N -0.8904 1.8766 -0.7495
H -1.7848 -0.1356 0.2076
H -3.9725 2.6370 -1.1049
H -2.2532 4.4955 -2.1898
H 0.2182 3.4399 -1.6535
Te 2.3251 1.2293 -1.9508
C 1.9087 1.6481 -4.0370
C 2.4263 2.7832 -4.6587
C 2.1428 3.0577 -5.9946
C 1.3301 2.1987 -6.7243
C 0.7970 1.0700 -6.1119
C 1.0832 0.8010 -4.7764
C 4.0148 0.0940 -2.5245
C 5.2865 0.6521 -2.4769
C 6.3925 -0.0876 -2.8798
C 6.2320 -1.3917 -3.3308
C 4.9621 -1.9558 -3.3721
C 3.8589 -1.2160 -2.9672
H 3.0588 3.4610 -4.0943
H 2.5570 3.9432 -6.4629
H 1.1084 2.4108 -7.7638
H 0.1553 0.3998 -6.6718
H 0.6536 -0.0745 -4.3007
H 5.4134 1.6615 -2.1052
H 7.3808 0.3535 -2.8313
H 7.0955 -1.9705 -3.6400
H 4.8312 -2.9771 -3.7104
H 2.8703 -1.6614 -2.9806
C -4.0482 -1.5514 1.4870
C -3.2937 -2.3644 0.4242
C -3.8479 -3.7942 0.4304
C -3.6233 -1.7006 -0.9311
P -1.4432 -2.2260 0.7762
N -0.9917 -0.7542 0.4120
C -0.4698 -3.4523 -0.2813
C -0.4939 -4.9099 0.2037
C -1.0359 -3.3967 -1.7092
C 0.9965 -2.9961 -0.4053
C -1.1167 -2.5113 2.6125
C -1.8375 -3.6953 3.2639
C -1.4972 -1.2153 3.3525
C 0.4015 -2.6615 2.8018
H -5.1017 -1.5064 1.1955
H -3.6749 -0.5233 1.5501
H -4.0040 -2.0154 2.4691
H -4.9344 -3.7382 0.2987
H -3.6546 -4.3188 1.3668
H -3.4544 -4.3949 -0.3873
H -4.6959 -1.4765 -0.9458
H -3.4207 -2.3558 -1.7733
H -3.0938 -0.7575 -1.0804
H -1.5007 -5.3106 0.3183
H 0.0396 -5.0347 1.1454
H 0.0244 -5.5228 -0.5427
H -2.0122 -3.8707 -1.7953
H -0.3503 -3.9412 -2.3672
H -1.1017 -2.3651 -2.0653
H 1.5943 -3.1925 0.4808
H 1.0951 -1.9355 -0.6066
H 1.4563 -3.5421 -1.2388
H -2.9185 -3.5480 3.3023
H -1.4839 -3.7808 4.2976
H -1.6367 -4.6449 2.7684
H -2.5687 -1.0927 3.4825
H -1.1108 -0.3457 2.8146
H -1.0425 -1.2374 4.3482
H 0.7576 -3.6421 2.4920
H 0.6245 -2.5601 3.8691
H 0.9746 -1.8925 2.2719
```

The value obtained for the energy relative to the best compared isomer or geometry (same formula, charge and spin) is 0.0 kJ/mol. The spin multiplicity is 6. The expectation value of S² is 8.76. The calculation puts the HOMO energy (spin up / spin down) at -2.83 / -2.95 eV. The total charge is -1. For the frontier orbital gap (spin up / spin down), the calculation gives 5.11 / 5.23 eV.

Record 3
# C33H53N2O2P2STi

A molecular structure, C33H53N2O2P2STi in a non-equilibrium geometry (ωB97M-V with the def2-TZVPD basis set, the Open Molecules 2025 dataset).

Geometry as XYZ:
```
94
Properties=species:S:1:pos:R:3
C -1.9932 -1.9684 -1.5802
C 0.1209 -1.6495 -2.6133
C -2.3162 -2.9541 -2.5054
C -0.1607 -2.6139 -3.5655
C -1.4234 -3.2262 -3.5232
H -3.2945 -3.4476 -2.4493
H 0.5508 -2.8517 -4.3516
H -1.7055 -3.9167 -4.3280
N -0.7992 -1.3794 -1.6771
P -2.4893 0.2510 0.0649
P 2.2492 -0.7520 -0.8105
C -2.9720 -1.4628 -0.5217
H -3.9708 -1.4333 -0.9856
H -3.0569 -2.1214 0.3571
C 0.0509 1.4968 1.0768
O 0.2143 2.4171 1.8160
C 1.3830 -0.8116 -2.5349
H 2.1463 -1.1921 -3.2160
C 3.6790 0.4868 -1.0303
C 2.8945 -2.4839 -0.4368
C -3.1895 1.3917 -1.3193
C -3.3716 0.4838 1.7260
C 3.2334 1.8577 -0.4694
H 3.1066 1.8302 0.6233
H 4.0278 2.5792 -0.7356
H 2.2905 2.2058 -0.9174
C 4.9626 0.0438 -0.2874
H 4.8173 -0.0237 0.8014
H 5.3758 -0.8965 -0.6804
H 5.7071 0.8285 -0.4861
C 4.0161 0.7112 -2.5238
H 4.9844 1.2282 -2.5411
H 4.1101 -0.2226 -3.0892
H 3.2855 1.3725 -3.0070
C 3.5038 -2.4253 0.9959
H 3.0598 -1.5754 1.5578
H 3.2707 -3.3640 1.5237
H 4.5897 -2.2646 0.9819
C 1.7363 -3.5200 -0.4970
H 0.8650 -3.1793 0.0749
H 1.4342 -3.7114 -1.5354
H 2.1010 -4.4694 -0.0763
C 3.9480 -2.8487 -1.5082
H 4.0038 -2.0582 -2.2705
H 4.9378 -3.0092 -1.0659
H 3.6397 -3.7906 -1.9814
C -3.1102 1.9277 2.2360
H -3.2257 1.9203 3.3323
H -2.0839 2.2302 1.9900
H -3.8269 2.6514 1.8214
C -2.7507 -0.4826 2.7710
H -2.7638 -1.5335 2.4516
H -1.7170 -0.2054 3.0226
H -3.3742 -0.3891 3.6740
C -4.9009 0.2196 1.5983
H -5.2478 -0.2432 2.5374
H -5.4717 1.1532 1.4605
H -5.1154 -0.4692 0.7633
C -2.5998 1.1026 -2.7239
H -3.4184 1.0903 -3.4520
H -1.8938 1.8826 -3.0153
H -2.0994 0.1393 -2.8002
C -2.9056 2.8496 -0.8925
H -1.8561 3.0235 -0.6031
H -3.1528 3.5040 -1.7417
H -3.5665 3.1346 -0.0640
C -4.7112 1.1526 -1.4261
H -4.9363 0.1018 -1.6589
H -5.2281 1.4751 -0.5151
H -5.0596 1.7692 -2.2637
Ti -0.0397 0.0349 -0.2089
N 0.2974 1.1882 -1.7395
C 0.9060 0.6520 -2.7431
C 1.0259 1.2724 -4.0705
C 0.9476 2.6785 -4.1370
C 1.1162 0.5061 -5.2533
C 1.0763 3.3348 -5.3570
H 0.7511 3.1992 -3.1958
C 1.2047 1.1529 -6.4843
H 1.0706 -0.5862 -5.1984
C 1.2027 2.5708 -6.5285
H 1.0850 4.4340 -5.3643
H 1.2954 0.5659 -7.4104
H 1.3175 3.0842 -7.4826
C 1.8916 -0.2460 3.3285
S 0.9555 -1.7195 2.3875
C 0.2257 -2.4911 3.8438
O -0.2440 -1.5272 1.2939
H 2.6498 -0.7621 3.9980
H 1.1772 0.4026 3.9048
H 2.5369 0.3793 2.6350
H -0.6586 -3.1059 3.5694
H -0.1507 -1.7182 4.5274
H 0.9836 -3.1549 4.2822
```

The value obtained for the energy relative to the best compared isomer or geometry (same formula, charge and spin) is 0.0 kJ/mol. The spin multiplicity is 3. The expectation value of S² is 2.02. The calculation puts the HOMO energy (spin up / spin down) at -8.76 / -10.56 eV. The total charge is +1. For the frontier orbital gap (spin up / spin down), the calculation gives 6.24 / 8.02 eV.

Record 4
# C33H54BBiN12

A molecular structure, C33H54BBiN12 in a non-equilibrium geometry (ωB97M-V with the def2-TZVPD basis set, the Open Molecules 2025 dataset).

Geometry as XYZ:
```
101
Properties=species:S:1:pos:R:3
Bi 0.1819 0.0302 -1.8592
C 2.7958 -1.7075 -3.1055
C 3.5362 -1.7511 -1.7988
C 3.7553 -3.2779 -1.4696
C 2.9577 -1.0406 -0.6282
C 3.4638 -1.1256 0.6875
C 2.7682 -0.1860 1.4203
C 2.9579 0.1492 2.8598
C 3.2505 1.6183 3.2199
C 1.7933 -0.3280 3.7991
N 1.8932 0.4491 0.6151
N 1.9633 -0.1225 -0.6184
B 0.9919 1.7485 0.7148
N -0.5322 1.3288 0.8456
N -1.0721 0.4869 -0.1227
C -2.3222 0.1391 0.1880
C -2.6687 0.8179 1.3376
C -1.5017 1.5603 1.7243
C -1.5610 2.4303 2.9972
C -0.4877 3.4345 3.3608
C -1.7305 1.5182 4.2241
C -3.2966 -0.7195 -0.6458
C -2.8236 -1.0001 -2.0564
C -3.6347 -2.0253 0.0362
N 1.1624 2.6463 -0.5877
N 0.5910 2.1555 -1.7440
C 0.8342 3.0240 -2.7581
C 1.5074 4.0930 -2.2304
C 1.7271 3.8932 -0.8700
C 2.3050 4.9172 0.0592
C 1.2432 5.9896 0.5838
C 3.1213 4.3908 1.2596
C 0.3879 2.8722 -4.1821
C 0.5233 1.4449 -4.7172
C -1.0956 3.2092 -4.2580
H 3.3989 -2.1454 -3.9074
H 2.5250 -0.7130 -3.3896
H 1.9052 -2.3361 -3.0180
H 4.5336 -1.3071 -1.9969
H 2.8150 -3.8195 -1.6634
H 4.0947 -3.4271 -0.4736
H 4.5457 -3.6107 -2.1243
H 4.2836 -1.7672 1.0281
H 3.8801 -0.3843 3.1039
H 2.3683 2.2761 3.2256
H 3.9275 2.0178 2.4587
H 3.6690 1.6625 4.2359
H 0.8294 0.1634 3.6005
H 2.2156 -0.1625 4.8036
H 1.5966 -1.3652 3.7458
H 1.2769 2.4075 1.6440
H -3.6299 0.8566 1.8106
H -2.5188 2.9365 2.8175
H 0.4373 2.9261 3.6871
H -0.7711 4.0284 4.2081
H -0.1202 4.1259 2.5538
H -0.8388 0.9663 4.4878
H -2.4927 0.7168 4.0412
H -2.0152 2.0734 5.0875
H -4.2222 -0.1715 -0.7824
H -1.9054 -1.5879 -2.0380
H -2.6301 -0.0495 -2.5545
H -3.6216 -1.5480 -2.5591
H -2.8767 -2.8089 -0.0620
H -4.5201 -2.4791 -0.4179
H -3.7761 -1.8155 1.0838
H 1.7945 4.9519 -2.8144
H 3.0176 5.4874 -0.5465
H 0.6544 5.5490 1.3487
H 0.5894 6.3314 -0.2517
H 1.7764 6.8664 0.9989
H 2.4685 4.0553 2.0652
H 3.7552 5.2027 1.6552
H 3.7426 3.5621 0.9408
H 0.9176 3.5729 -4.7896
H -0.2713 0.7896 -4.3825
H 1.5558 1.0612 -4.5147
H 0.4313 1.4576 -5.8146
H -1.7150 2.5082 -3.6540
H -1.3836 3.1440 -5.3316
H -1.2970 4.2063 -3.8523
C -0.9299 -4.5964 1.3128
C -0.2944 -4.7292 0.0738
C 0.1260 -3.5703 -0.5849
N -0.0891 -2.3506 -0.1111
C -0.6925 -2.2393 1.0416
C -1.1568 -3.3221 1.7441
H -1.2843 -5.4783 1.8188
H -0.1668 -5.6383 -0.5030
H 0.6127 -3.5547 -1.5905
H -0.7755 -1.2724 1.5219
H -1.5845 -3.2462 2.7396
N -6.1903 -6.7551 -2.0210
N -5.2735 -6.2139 -1.1411
N -5.2777 -6.6235 0.1120
C -4.1970 -6.0788 0.6158
N -3.4839 -5.4067 -0.3290
N -4.1981 -5.5064 -1.4543
H -6.9523 -6.1089 -1.9145
H -5.7939 -6.6186 -2.9312
H -3.7834 -6.1585 1.6265
```

The spin multiplicity is 1. The calculation puts the HOMO energy at -14.15 eV. The total charge is +2. For the frontier orbital gap, the calculation gives 8.69 eV.

Summary of calculated total energy in a.u.
-3533.24619, -3701.01155, -3479.35173, -2185.87648
(order as listed above)